Entry from the OMol25 dataset: a structure of composition C36H46B2BaF4N9O8 in a non-equilibrium geometry (ωB97M-V with the def2-TZVPD basis set).

Cartesian coordinates (Å):
H1 4.8123 3.6988 -0.5642
C1 -3.7129 0.9612 -0.8988
H2 4.0359 3.0278 3.7951
C2 -0.1959 3.8259 0.5784
H3 1.6644 4.0577 5.8568
H4 1.3290 -3.3288 1.3627
N1 3.4743 2.1365 -0.9516
H5 -5.0985 -1.7859 1.6591
C3 3.7190 2.3757 4.6065
H6 4.1694 0.0590 2.6013
H7 -4.0324 -0.0454 -1.1302
N2 -0.8593 -1.6609 -2.3614
H8 -3.9540 -3.6159 -6.7808
H9 1.0307 -5.1367 -4.4686
F1 1.5926 -1.2421 2.3418
H10 -0.5099 -4.8271 -5.3045
C4 0.8475 -4.7876 -1.6457
H11 3.4874 -0.9559 1.3213
H12 -2.0324 -2.1569 -7.3098
O1 1.1358 -0.1553 4.3666
H13 -0.4805 -5.9026 -3.8898
N3 4.4496 0.7272 0.6174
C5 -3.6068 -2.8962 -6.0548
H14 -5.0504 -2.0322 3.4044
C6 -2.1244 -1.9396 3.3961
C7 4.7274 2.8136 -1.2107
C8 -2.4285 -2.6712 4.6608
C9 -0.1487 -2.5715 -1.5962
H15 2.2697 4.6613 4.3148
C10 -1.9246 2.4793 -0.3202
N4 0.1262 2.6617 3.5789
H16 1.4451 2.0893 -1.3783
O2 2.2127 0.7151 0.2780
H17 -2.5767 4.4420 0.2569
H18 -5.0806 -3.4158 -4.5823
H19 -4.9404 3.9991 -0.0993
H20 -0.3314 4.6973 -0.0675
F2 2.3226 -2.2194 4.2768
C11 -4.6466 1.9445 -0.6551
F3 -2.0549 0.7759 4.1661
H21 -1.8621 -2.1805 5.4522
H22 0.1362 1.2235 -5.8815
C12 -3.7883 -1.8512 -3.9174
C13 1.0076 -3.4324 0.3391
C14 -0.0458 -5.0057 -4.3369
C15 2.3467 1.8151 4.3583
C16 5.7529 1.3338 0.4563
C17 1.4400 4.1496 4.7972
H23 -2.0520 -3.6929 4.5954
C18 -2.0618 -1.1309 -5.4478
C19 -2.8780 3.4697 -0.0971
H24 -3.4804 -2.6723 4.9103
N5 -2.2764 -0.1103 -3.1922
C20 0.1329 -3.7938 -2.2829
N6 2.2705 0.5554 4.4162
H25 5.8409 1.0334 -1.6658
H26 2.5005 2.4728 -2.7564
H27 5.2316 -0.9417 1.5893
B1 1.2862 -1.4986 3.7947
C21 -2.3394 1.2118 -0.7913
H28 6.8413 2.3745 -1.0926
N7 -0.9193 -1.7122 3.0419
H29 -0.7446 3.9654 1.5130
C22 -2.5336 -2.0873 -6.3560
C23 1.2834 -4.6094 -0.3442
H30 3.7351 2.9403 5.5368
H31 4.4135 1.5481 4.7035
C24 -0.5814 0.7522 -5.2117
Ba1 0.2555 -0.0429 1.1802
H32 1.0578 -5.7182 -2.1468
O3 0.0544 -2.2200 3.8572
H33 0.5379 4.7417 4.6738
H34 -0.0921 0.5294 -4.2593
F4 -2.4968 2.4925 2.7659
C25 3.3373 1.1815 0.0007
H35 6.5106 0.5755 0.6665
H36 -2.8439 0.7103 -3.0284
H37 -4.2683 -1.7520 -2.9544
O4 -0.3350 -3.8578 -3.5643
C26 2.3348 2.6296 -1.6883
C27 0.2969 -2.4565 -0.3076
H38 -1.0252 -2.0314 -3.2946
N8 -1.4137 0.2035 -1.0443
C28 1.2269 2.7973 4.1795
H39 -5.6995 1.7192 -0.7294
C29 -4.2400 -2.7854 -4.8241
H40 -4.3089 -3.2277 2.3339
C30 -1.5410 -0.5186 -2.1112
C31 -4.2227 3.2139 -0.2824
C32 4.3307 -0.3326 1.5943
O5 -1.9674 0.3875 1.8287
O6 -0.2835 1.6249 2.8325
O7 -0.5990 2.6405 -0.0787
H41 4.7199 3.1545 -2.2485
C33 -4.4950 -2.1661 2.4772
H42 2.2070 3.6992 -1.5045
O8 -0.9912 -0.4201 -5.8800
N9 -3.1302 -0.3473 1.8535
H43 -1.4185 1.4341 -5.0446
H44 1.8232 -5.3953 0.1580
C34 -3.2022 -1.4150 2.5360
B2 -1.7688 1.3356 2.9428
C35 -2.7065 -1.0187 -4.2086
C36 5.8892 1.8647 -0.9613
H45 5.8879 2.1473 1.1810
H46 0.8610 3.6950 0.7997

For the total energy, the calculation gives -2968.71441 Eh. For the max |F|, the calculation gives 4.16 eV Å⁻¹. The HOMO-LUMO gap (alpha / beta) comes out at 0.23821 / 0.15157 Ha. The total charge is +1. The energy above the lowest of the compared OMol25 structures with the same formula, charge and spin comes out at 754.4 kJ/mol. The LUMO energy (alpha / beta) is -3.7 / -6.1 eV.

Entry from the OMol25 dataset: an isolated molecule of C4H8N2OS in a non-equilibrium geometry (ωB97M-V with the def2-TZVPD basis set).

Cartesian coordinates (Å):
N1 0.4625 1.3399 -0.6439
H1 -1.9985 -1.5682 -0.1750
C1 -0.8268 1.2532 -1.0569
C2 -1.0158 -1.0795 -0.3603
C3 1.1257 -0.4122 0.8134
H2 1.4827 0.2286 1.6541
H3 -0.4678 -1.6011 1.6812
H4 -0.3723 -1.7516 -0.9510
H5 0.7806 2.2562 -0.3657
C4 -0.3678 -0.7425 0.9882
O1 -1.3745 0.0542 -1.1626
S1 -1.7073 2.6269 -1.3832
H6 -0.9036 0.1062 1.4208
H7 2.2155 0.3962 -0.7754
N2 1.2624 0.2121 -0.5064
H8 1.7049 -1.3182 0.8225

For the total energy, the calculation gives -740.10788 Eh. The SMILES is S=C1NNCCCO1. For the max |F|, the calculation gives 1.08 eV Å⁻¹. The HOMO-LUMO gap comes out at 0.32329 Ha. The energy above the lowest of the compared OMol25 structures with the same formula, charge and spin comes out at 142.1 kJ/mol. The LUMO energy is 0.6 eV.

Entry from the OMol25 dataset: a structure of composition C15H26ClMnO2P2 in a non-equilibrium geometry (ωB97M-V with the def2-TZVPD basis set).

Cartesian coordinates (Å):
H1 -1.9169 -0.2500 2.7026
H2 2.9753 1.0027 1.5675
H3 -3.6272 2.1035 1.1863
H4 2.7313 2.0580 0.1749
C1 3.1364 1.0855 0.4852
O1 -0.4911 -2.8746 -0.4258
Cl1 -0.1985 1.8773 -2.8728
P1 -2.2407 0.3776 0.1352
C2 -0.4463 1.2993 -5.5549
H5 4.2153 1.0634 0.2836
C3 -0.9031 -0.3821 3.0962
C4 -0.3967 0.6064 -4.2072
H6 -4.4544 -0.5256 0.6343
H7 0.5122 1.8374 -5.7510
H8 3.4180 -0.1076 -2.5447
C5 -0.3287 -1.7228 -0.5832
C6 2.4033 0.0488 -2.1641
C7 0.2050 -0.4129 2.2294
H9 -3.7990 0.9808 -1.6964
H10 1.7014 -0.6003 -2.6995
C8 -3.4295 -0.9158 0.6352
C9 -2.5577 1.8627 1.1356
C10 -2.7450 0.7127 -1.5654
Mn1 0.0062 -0.0554 0.1853
H11 -2.1214 1.5549 -1.8960
H12 -2.1762 1.7071 2.1526
H13 -2.4694 -0.1344 -2.2075
H14 -1.2898 2.0272 -5.6045
P2 2.2198 -0.2300 -0.3823
H15 2.5815 -2.5902 -0.7683
H16 2.3356 -0.8446 2.1581
C11 -0.7526 -0.5522 4.4811
H17 -3.3566 -1.7517 -0.0688
C12 0.5133 -0.7952 5.0153
H18 2.0874 1.0769 -2.3551
H19 -2.0090 2.7103 0.7047
C13 1.4578 -0.7117 2.7919
C14 3.0761 -1.8326 -0.1498
H20 2.6148 -1.0785 4.5658
C15 1.6179 -0.8823 4.1741
H21 -3.1870 -1.2968 1.6297
H22 -1.6343 -0.4872 5.1177
H23 -0.5993 0.4947 -6.3004
O2 -0.4452 -0.5819 -3.9823
H24 0.6313 -0.9256 6.0825
H25 4.1346 -1.7776 -0.4326
H26 3.0013 -2.1678 0.8877

For the total energy, the calculation gives -3030.89757 Eh. For the max |F|, the calculation gives 9.11 eV Å⁻¹. Its multiplicity is 5. The HOMO-LUMO gap (alpha / beta) comes out at 0.24234 / 0.24398 Ha. The total charge is +2. The energy above the lowest of the compared OMol25 structures with the same formula, charge and spin comes out at 0.0 kJ/mol. The LUMO energy (alpha / beta) is -8.7 / -8.7 eV.

Entry from the OMol25 dataset: a structure of composition C42H50N4O2P2SbSe4Y in a non-equilibrium geometry (ωB97M-V with the def2-TZVPD basis set).

Cartesian coordinates (Å):
C1 1.9656 2.9087 2.0514
C2 3.5288 1.8312 0.7851
C3 2.6203 4.1242 1.8997
H1 4.2983 5.1006 0.9836
C4 -1.3853 1.9023 3.0601
C5 2.3319 -1.4630 -1.8263
H2 -3.0421 -1.3120 -4.2609
C6 -1.8974 -3.1004 -4.1597
C7 -2.2538 -1.8365 -3.7266
C8 2.6833 -0.0088 3.9591
C9 -4.3890 -0.4115 2.7925
H3 -3.7448 1.0435 4.2312
O1 -0.0932 4.6524 6.5972
C10 -1.1209 -2.5575 3.3346
C11 -0.1953 -3.1084 -2.4383
Se1 5.9106 1.6809 -2.6681
C12 -3.5399 0.5630 3.2861
H4 -2.7269 2.8519 4.4779
Sb1 3.6524 2.3056 -3.3923
H5 -5.6858 -0.0484 -2.2009
C13 4.2723 2.9855 0.6113
C14 -1.3768 1.2612 -4.0274
H6 1.9046 -1.3410 -2.8141
H7 2.0434 0.8696 4.0137
C15 -1.0567 4.4943 5.8270
C16 -1.6213 -1.1790 -2.6672
H8 0.3150 1.2326 -5.3614
H9 -4.6078 -0.3300 -0.8495
C17 0.0024 -2.7891 2.3203
C18 5.7734 -1.5640 -0.2504
C19 -0.8423 -3.7215 -3.4862
C20 -3.7752 0.9345 -2.4300
H10 4.3421 -1.3650 -2.5356
C21 3.7879 4.1621 1.1583
C22 1.8961 -1.2637 3.5821
H11 -0.2660 3.1109 -3.7828
H12 3.8343 0.9167 0.2914
H13 -1.5192 -3.5182 3.6752
P1 -1.9042 0.6103 -2.3515
H14 -1.5577 3.2075 -4.9813
H15 -3.0611 -4.7000 -5.0329
H16 -0.5181 -4.7092 -3.8019
C23 4.2771 -1.5801 -0.4023
C24 3.6999 -1.4921 -1.6712
H17 3.4819 0.1971 3.2480
C25 -4.6413 -0.2289 -1.9298
N1 2.3952 1.7764 1.4861
H18 3.1290 -0.1554 4.9477
H19 0.2447 -3.7098 0.3643
O2 -2.2325 4.9002 5.8886
C26 -0.5496 -1.8141 -1.9846
P2 0.9269 -1.1791 1.9839
H20 0.7332 -3.4573 2.7803
H21 -3.7871 2.2463 -4.1966
H22 6.1834 -0.7093 -0.7957
Se2 1.2188 2.1699 -1.6340
N2 0.0854 -1.2317 -0.9099
C27 -1.7258 2.7759 4.0775
N3 -0.1978 1.9500 2.4381
H23 -5.2779 -0.6768 3.3512
H24 -4.7056 -1.8728 1.2255
C28 0.7085 2.8331 2.8502
H25 -0.9771 -4.4680 1.3982
H26 0.6306 -3.6141 -1.9534
C29 -4.0911 -1.0674 1.6036
C30 -4.3482 1.4205 -3.7659
H27 -1.8579 -4.0093 -6.1152
H28 2.1903 5.0214 2.3226
N4 -2.1776 0.2968 1.3934
H29 -3.8886 1.7608 -1.7212
C31 2.0372 -1.5370 0.5777
H30 -1.9201 3.2508 -3.2449
H31 6.0658 -1.4955 0.7987
C32 -0.5402 -3.5110 1.0926
H32 -4.3434 -1.1814 -2.3685
H33 2.5547 -3.0213 4.7030
H34 2.7036 -3.2390 2.9599
H35 -2.6658 -1.1230 -0.0240
H36 -5.3717 1.7678 -3.5973
H37 -0.7996 -2.0043 4.2178
H38 5.1640 2.9536 -0.0010
Y1 -0.2300 0.8416 0.1586
C33 0.4930 3.6249 3.9753
H39 -1.9472 -2.0094 2.8824
C34 -2.3906 0.8969 2.5661
C35 -2.5759 -3.7655 -5.3282
C36 1.4643 -1.4649 -0.7192
H40 6.2223 -2.4667 -0.6738
H41 1.0749 -1.3227 4.2993
C37 -0.7477 3.6183 4.5924
H42 -0.2566 -0.3909 -4.9137
H43 0.6807 0.5844 -3.7764
H44 -4.3969 0.6131 -4.5015
H45 -3.3374 -3.1146 -5.7595
C38 -0.0862 0.6229 -4.5478
Se3 -0.4977 3.4284 -0.2849
C39 -1.2829 2.7948 -4.0055
H46 -2.1789 0.9557 -4.7018
C40 2.7902 -2.5114 3.7661
H47 -1.3165 -2.9370 0.5881
Se4 3.7338 4.4947 -4.3859
C41 3.4321 -1.5955 0.6922
C42 -2.9571 -0.6709 0.9187
H48 3.8775 -1.6232 1.6787
H49 3.8387 -2.2138 3.8168
H50 1.2810 4.2470 4.3775

For the total energy, the calculation gives -12567.29612 Eh. For the max |F|, the calculation gives 1.46 eV Å⁻¹. The HOMO-LUMO gap comes out at 0.18695 Ha. The total charge is -2. The energy above the lowest of the compared OMol25 structures with the same formula, charge and spin comes out at 105.7 kJ/mol. The LUMO energy is 3.3 eV.